Density functional theory data (ωB97M-V with the def2-TZVPD basis set) for a cluster of 12 separate species, C24H72O12S10 in total in a non-equilibrium geometry.

Computed properties:
energy relative to the best compared isomer or geometry (same formula, charge and spin): 49.6 kcal per mole
total charge: 0
gap between HOMO and LUMO: 8.00 eV
spin multiplicity: 1

Positions of all 118 atoms, in Å:
S  3.30  -3.86  -1.19
S  -0.83  0.08  3.52
S  5.79  1.96  -0.43
S  -3.69  -3.81  -2.31
S  3.01  1.07  3.51
S  1.83  5.08  1.49
S  -1.47  -1.06  -4.46
S  -3.43  -3.04  3.25
S  -2.98  3.67  -3.16
S  -5.20  2.55  0.39
O  1.45  6.43  0.79
O  2.16  -0.61  -4.18
O  -0.52  -0.70  -3.25
O  3.21  -2.96  0.02
O  -4.43  3.72  -0.31
O  6.56  1.22  -1.59
O  -4.87  -2.94  -1.71
O  4.33  1.81  3.05
O  1.46  -0.91  1.15
O  0.25  -0.37  4.51
O  -2.66  -1.76  3.00
O  -3.08  3.21  -4.64
C  -0.59  0.19  0.36
C  -4.03  -5.60  -1.89
C  -2.49  0.25  4.44
C  2.99  0.14  -3.32
C  0.29  -1.02  0.16
C  3.33  -5.52  -0.54
C  -1.82  2.55  -2.56
C  6.81  1.49  1.05
C  4.30  1.01  -0.07
C  -5.05  1.17  -0.68
C  -1.98  5.14  -3.13
C  3.05  1.34  5.37
C  1.31  3.76  0.42
C  -0.57  -2.40  -5.34
C  -4.25  -2.87  4.85
C  -2.23  -3.48  -1.26
C  -4.98  -3.04  2.35
C  -1.02  0.29  -5.51
C  2.32  1.47  -3.21
C  1.66  -3.96  -1.95
C  -4.02  1.83  1.50
C  3.61  -0.61  3.82
C  3.63  4.90  1.48
C  -0.62  1.87  3.36
H  -3.29  0.69  3.81
H  4.06  -5.57  0.19
H  4.40  -0.11  -0.16
H  -1.90  -2.36  -1.44
H  2.57  2.42  5.39
H  -4.83  -3.58  5.15
H  -2.03  5.69  -2.30
H  -0.53  2.50  4.21
H  2.00  -1.53  0.78
H  -4.09  2.34  2.63
H  3.14  2.16  -2.82
H  2.89  -0.37  -2.34
H  1.44  1.38  -2.49
H  -4.65  -1.94  4.87
H  -2.42  -3.51  -0.20
H  3.87  -0.93  2.87
H  4.06  4.09  2.00
H  -5.82  -2.14  2.62
H  2.78  -1.27  3.97
H  0.41  3.80  0.48
H  -0.77  2.49  -2.95
H  -0.91  -0.03  1.46
H  -0.34  1.11  0.52
H  -0.90  5.02  -3.28
H  -1.27  -2.52  -6.27
H  -2.17  1.61  -2.89
H  6.38  1.84  2.00
H  -2.52  0.88  5.17
H  -5.36  -4.08  2.53
H  -2.63  -0.68  4.93
H  -1.53  2.21  3.04
H  2.15  1.93  -4.18
H  -5.68  1.27  -1.53
H  -4.92  -5.87  -2.30
H  3.36  -6.16  -1.34
H  -4.84  -2.77  1.22
H  -1.71  0.05  -6.41
H  4.05  1.29  5.94
H  6.72  0.31  1.12
H  -3.29  -2.90  5.20
H  4.07  5.91  1.93
H  4.03  0.01  -3.82
H  -5.53  0.35  -0.14
H  1.56  -3.19  -2.69
H  1.87  3.03  0.79
H  2.49  0.75  5.96
H  -1.26  0.21  -0.37
H  0.57  -0.82  -0.85
H  -0.45  -3.16  -4.60
H  -4.10  -5.67  -0.75
H  3.53  1.01  -0.62
H  -3.20  -6.26  -2.18
H  7.76  1.90  0.99
H  1.77  -4.92  -2.41
H  4.52  -0.63  4.52
H  0.08  0.13  -5.70
H  -0.25  -1.94  0.08
H  -1.87  2.64  -1.51
H  0.53  -2.27  -5.63
H  0.79  -3.90  -1.23
H  1.74  3.87  -0.40
H  -1.44  -4.27  -1.58
H  2.35  -5.68  0.14
H  1.29  -0.56  -3.70
H  -4.10  0.80  1.75
H  -1.36  1.24  -4.99
H  4.08  1.31  1.00
H  -3.93  1.02  -0.94
H  0.19  1.94  2.84
H  -3.03  2.11  1.14
H  -2.25  5.91  -3.84
H  3.83  4.69  0.46

Results of the Löwdin charge analysis, in e, for atoms 1 through 5:
1. S 0.87
2. S 0.92
3. S 0.85
4. S 0.83
5. S 0.90